Entry 1:
Density functional theory data (ωB97M-V/def2-TZVPD) for C32H45GeO5S2SiW as an isolated structure.

- HOMO-LUMO gap (spin up / spin down): 7.15 / 4.84 eV
- Energy relative to the best compared isomer or geometry (same formula, charge and spin): 63.0 kJ/mol
- Largest force on an atom: 0.8 eV/Å
- LUMO level (spin up / spin down): -6.68 / -9.02 eV
- Spin multiplicity: 4
- Charge: +2
- DFT total energy: -4852.02568 Eh

Positions of all 87 atoms, in Å:
W -1.1275 -0.2652 -0.2091
C -2.9748 -3.7058 -0.4550
C -2.5420 -2.9103 0.7633
C -3.5212 -3.0903 1.9085
C -1.1228 -3.2379 1.1917
O -2.6080 -1.4713 0.3638
Ge -3.4019 0.0004 1.5191
O -1.5182 0.2263 1.8129
C -0.9703 1.2903 2.6955
C -2.1292 1.9120 3.4567
C -0.0082 0.5946 3.6397
C -0.2784 2.3266 1.8278
O -2.8245 0.9214 -0.1538
C -3.7536 1.5452 -1.1196
C -5.1094 1.6730 -0.4466
C -3.8489 0.6688 -2.3552
C -3.1670 2.9090 -1.4368
H -2.8786 -4.7714 -0.2465
H -2.3494 -3.4835 -1.3198
H -4.0146 -3.4998 -0.7083
H -3.5784 -4.1483 2.1639
H -4.5258 -2.7660 1.6313
H -3.1969 -2.5619 2.8093
H -1.0895 -4.2634 1.5590
H -0.7872 -2.5763 1.9919
H -0.4209 -3.1697 0.3563
H -2.6780 1.1658 4.0355
H -2.8191 2.4450 2.7935
H -1.7406 2.6447 4.1640
H -0.5479 -0.0433 4.3407
H 0.5541 1.3340 4.2118
H 0.7049 -0.0104 3.0836
H -0.9449 2.6938 1.0427
H 0.6328 1.9278 1.3822
H 0.0123 3.1789 2.4428
H -5.5518 0.6956 -0.2380
H -5.7928 2.1992 -1.1125
H -5.0477 2.2492 0.4793
H -4.1364 -0.3511 -2.0930
H -2.9042 0.6498 -2.8985
H -4.6086 1.0707 -3.0262
H -3.1016 3.5235 -0.5386
H -3.7876 3.4306 -2.1653
H -2.1657 2.7970 -1.8605
O 0.5647 -0.6501 0.3589
Si 2.2441 -0.3849 0.1005
C 3.0151 0.0720 1.7203
C 3.2182 -0.9290 2.6781
C 3.7264 -0.6220 3.9294
C 4.0506 0.6939 4.2382
C 3.8686 1.6963 3.2963
C 3.3511 1.3862 2.0463
C 2.1967 1.1035 -1.0424
C 1.0091 1.7172 -1.4200
C 0.9610 2.8836 -2.1675
C 2.1539 3.4563 -2.5832
C 3.3626 2.8526 -2.2551
C 3.3830 1.6959 -1.4930
C 3.0135 -1.8979 -0.6380
C 4.3891 -2.0566 -0.4378
C 5.0772 -3.1126 -1.0192
C 4.3966 -4.0380 -1.7962
C 3.0266 -3.9079 -1.9881
C 2.3462 -2.8437 -1.4180
H 2.9828 -1.9623 2.4427
H 3.8798 -1.4041 4.6610
H 4.4573 0.9345 5.2118
H 4.1352 2.7179 3.5339
H 3.2111 2.1819 1.3221
H 0.0376 1.2820 -1.1112
H 0.0127 3.3476 -2.4090
H 2.1459 4.3750 -3.1550
H 4.2927 3.2979 -2.5828
H 4.3393 1.2554 -1.2324
H 4.9338 -1.3565 0.1865
H 6.1410 -3.2183 -0.8540
H 4.9297 -4.8679 -2.2404
H 2.4915 -4.6455 -2.5728
H 1.2749 -2.7728 -1.5608
C -0.0703 1.4728 -4.9748
O -0.6919 0.7484 -3.8666
C -0.3105 -0.4561 -3.6485
S 0.8559 -1.3125 -4.5089
S -0.9065 -1.4290 -2.3752
H -0.5462 2.4463 -4.9768
H -0.2768 0.9422 -5.9032
H 0.9968 1.5611 -4.7783

***

Entry 2:
Density functional theory data (ωB97M-V/def2-TZVPD) for a 2-piece molecular cluster, C32H45N4 overall in a non-equilibrium geometry.

- HOMO-LUMO gap: 5.36 eV
- Energy relative to the best compared isomer or geometry (same formula, charge and spin): 0.0 kJ/mol
- Largest force on an atom: 1.2 eV/Å
- LUMO level: -4.13 eV
- Charge: +1
- DFT total energy: -1465.17414 Eh

Positions of all 81 atoms, in Å:
C -6.0117 1.3258 3.2108
C -6.0900 0.0135 3.9623
N -4.8624 -0.7409 3.8431
C -5.0132 -2.1627 4.0666
C -3.8214 -2.9338 3.5430
C -2.5333 -2.3850 4.1431
C -2.4583 -0.8953 4.0608
C -3.6458 -0.1295 3.8688
C -3.5416 1.2876 3.7243
C -2.2953 1.8745 3.6710
C -1.0897 1.1210 3.8114
C 0.1565 1.7590 3.6091
C 1.4137 1.1240 3.4664
C 2.6139 1.8783 3.6465
C 3.8603 1.2880 3.6580
C 3.9675 -0.1309 3.5378
N 5.1832 -0.7418 3.6004
C 6.4125 0.0126 3.4987
C 6.3179 1.3289 4.2411
C 5.0888 2.1254 3.8148
C 5.3374 -2.1659 3.3940
C 4.1393 -2.9305 3.9128
C 2.8576 -2.3913 3.2902
C 2.7851 -0.9002 3.3297
C 1.5717 -0.2622 3.1618
C -1.2391 -0.2553 4.1676
C -4.7748 2.1246 3.6078
H -5.9751 1.1234 2.1356
H -6.9131 1.9049 3.4188
H -6.3038 0.2117 5.0271
H -6.9004 -0.6152 3.5759
H -5.1354 -2.3583 5.1455
H -5.9391 -2.4804 3.5717
H -3.9390 -3.9886 3.7939
H -3.7800 -2.8452 2.4524
H -2.4479 -2.7000 5.1941
H -1.6787 -2.8204 3.6116
H -2.2245 2.9489 3.4889
H 0.1562 2.8504 3.6307
H 2.5364 2.9525 3.8296
H 7.2162 -0.6131 3.9038
H 6.6455 0.2050 2.4369
H 6.2597 1.1326 5.3166
H 7.2230 1.9075 4.0484
H 5.3086 2.6444 2.8686
H 4.8952 2.9052 4.5598
H 5.4715 -2.3736 2.3187
H 6.2575 -2.4775 3.9031
H 4.2601 -3.9885 3.6774
H 4.0846 -2.8275 5.0015
H 2.7767 -2.7329 2.2472
H 1.9980 -2.8103 3.8273
H 0.7170 -0.8482 2.8176
H -0.3792 -0.8308 4.5163
H -4.6027 2.9084 2.8622
H -4.9703 2.6376 4.5628
C -2.7785 0.9898 -2.7620
N -2.8360 2.4300 -2.7416
C -3.9987 2.9764 -3.4013
C -1.5827 3.1042 -3.0228
C -0.9785 3.7305 -1.7613
C 0.2943 4.5398 -2.0602
C 1.1984 4.3088 -0.8377
C 0.6552 3.0480 -0.1341
N -0.5879 2.7402 -0.8042
H -1.9599 0.6633 -2.1094
H -3.7350 0.6024 -2.3911
H -2.6138 0.5825 -3.7771
H -4.0588 4.0510 -3.1813
H -3.9763 2.8430 -4.4997
H -4.8886 2.4663 -3.0139
H -0.8503 2.3786 -3.4276
H -1.7575 3.9196 -3.7451
H -1.7655 4.4103 -1.3579
H 0.7768 4.1634 -2.9714
H 0.0453 5.5928 -2.2162
H 2.2457 4.1924 -1.1225
H 1.1130 5.1630 -0.1597
H 1.3765 2.2233 -0.2580
H 0.5337 3.1944 0.9519
H -1.3130 2.2453 -0.2966

***

Entry 3:
Density functional theory data (ωB97M-V/def2-TZVPD) for C32H45N4O4PRu as an isolated structure.

- HOMO-LUMO gap (spin up / spin down): 7.72 / 5.69 eV
- Largest force on an atom: 0.7 eV/Å
- LUMO level (spin up / spin down): -2.55 / -5.06 eV
- Spin multiplicity: 6
- Charge: +1
- DFT total energy: -2202.24160 Eh

Positions of all 87 atoms, in Å:
Ru -0.0452 0.5137 -0.3976
C 1.2066 -0.4442 -3.2502
N 1.6294 0.5474 -2.2431
C 1.6196 1.8949 -2.8328
C 2.9277 0.1974 -1.7039
C 3.9703 -0.2095 -2.5178
C 5.1515 -0.6863 -1.9681
C 5.2622 -0.8166 -0.5891
C 4.2599 -0.3547 0.2376
C 3.1095 0.2552 -0.3012
N 2.1071 0.8803 0.4059
C 2.2744 1.5549 1.5725
C 3.4730 1.6846 2.3146
C 3.4674 2.2340 3.5777
C 2.2827 2.7048 4.1341
C 1.1235 2.7366 3.3654
C 1.1188 2.2257 2.0837
N 0.0485 2.4591 1.1651
C 0.4335 3.6213 0.3266
C -1.2520 2.7242 1.7855
H 1.8677 -0.4533 -4.1214
H 0.2039 -0.2033 -3.5905
H 1.2004 -1.4386 -2.8084
H 2.3081 1.9606 -3.6829
H 1.9276 2.6269 -2.0902
H 0.6163 2.1354 -3.1797
H 3.8638 -0.1770 -3.5940
H 5.9598 -0.9980 -2.6151
H 6.1391 -1.2791 -0.1556
H 4.3277 -0.5193 1.3027
H 4.4085 1.3591 1.8926
H 4.3936 2.3056 4.1318
H 2.2735 3.1077 5.1378
H 0.2409 3.2146 3.7691
H 0.4748 4.5276 0.9426
H -0.2954 3.7589 -0.4655
H 1.4171 3.4607 -0.1051
H -1.2756 3.7095 2.2639
H -1.4787 1.9610 2.5295
H -2.0158 2.7086 1.0112
O -1.4606 2.1042 -1.3624
C -2.1672 2.1082 -2.3835
C -2.6014 0.9891 -3.1413
C -3.4472 1.2221 -4.2385
C -3.9272 0.1802 -4.9768
C -3.5851 -1.1502 -4.6528
C -2.7547 -1.4065 -3.6062
C -2.2151 -0.3577 -2.7917
O -1.4401 -0.6430 -1.8300
N -4.7986 0.4427 -6.1143
O -5.2681 -0.5168 -6.6969
O -5.0273 1.6060 -6.3973
H -2.5106 3.0885 -2.7527
H -3.7320 2.2324 -4.5052
H -3.9989 -1.9444 -5.2582
H -2.4787 -2.4184 -3.3390
C -0.6736 -4.0216 1.7816
C -0.6665 -2.8611 0.7877
C 0.5292 -2.9689 -0.1693
P -0.7523 -1.1372 1.4859
C 0.2045 -1.0326 3.0801
C 1.6504 -1.4997 2.8779
C -0.4254 -1.6639 4.3195
C -2.5381 -0.8571 1.9761
C -3.3036 -0.2479 0.7960
C -3.2955 -2.0735 2.5053
H -0.7760 -4.9632 1.2383
H -1.5013 -3.9570 2.4828
H 0.2575 -4.0725 2.3438
H -1.5781 -2.9153 0.1825
H 1.4651 -3.0911 0.3788
H 0.6101 -2.0740 -0.7926
H 0.4097 -3.8293 -0.8290
H 0.2350 0.0512 3.2371
H 1.7267 -2.5837 2.9505
H 2.2901 -1.0703 3.6514
H 2.0393 -1.1897 1.9058
H -0.5021 -2.7463 4.2309
H -1.4142 -1.2536 4.5218
H 0.2020 -1.4495 5.1876
H -2.4826 -0.1099 2.7758
H -3.3782 -0.9672 -0.0200
H -2.8043 0.6431 0.4123
H -4.3140 0.0305 1.1006
H -3.3954 -2.8463 1.7422
H -4.3040 -1.7604 2.7816
H -2.8274 -2.5082 3.3861

***

Entry 4:
Density functional theory data (ωB97M-V/def2-TZVPD) for C32H46AsClCrN6O3Se as an isolated structure in a non-equilibrium geometry.

- HOMO-LUMO gap (spin up / spin down): 4.82 / 5.59 eV
- Largest force on an atom: 4.5 eV/Å
- LUMO level (spin up / spin down): -0.54 / -0.61 eV
- Spin multiplicity: 5
- DFT total energy: -7942.93577 Eh

Positions of all 91 atoms, in Å:
Cr -0.2761 -0.6146 2.6323
C 2.5106 -0.6102 6.7126
O 1.1683 -0.6266 6.2166
C 0.8836 -0.6174 4.8848
O -0.2715 -0.6146 4.4777
N 1.9540 -0.6145 4.0128
N 1.6698 -0.6146 2.6369
H 2.4652 -0.6017 7.8051
H 3.0289 0.2945 6.3820
H 3.0436 -1.5116 6.3966
H 2.9106 -0.6307 4.3403
H 2.0702 -1.4793 2.2193
H 2.0702 0.2501 2.2193
C 0.0856 0.7373 -6.4569
C 0.2936 1.3708 -5.0566
C 1.6982 2.0108 -5.0400
C -0.7486 2.5177 -4.9600
C 0.0997 0.2952 -3.8735
O -1.2626 -0.1311 -3.9487
C 1.0516 -0.9307 -4.0840
C 0.9109 -2.1813 -3.1994
C -0.3664 -2.9688 -3.3433
C -0.7232 -3.5528 -4.5677
C -1.9051 -4.2893 -4.6841
C -2.7313 -4.4562 -3.5749
Cl -4.1830 -5.3682 -3.7186
C -2.3837 -3.8968 -2.3497
C -1.2033 -3.1600 -2.2348
C 0.3400 0.9839 -2.4864
N -0.1788 0.3336 -1.3003
C 0.5368 -0.2374 -0.2892
N -0.2761 -0.6146 0.6704
C -1.4864 -0.1522 0.2422
N -1.4692 0.4704 -0.9371
H 0.0853 1.5057 -7.2399
H -0.8695 0.2072 -6.5253
H 0.8878 0.0409 -6.7186
H 1.8064 2.7362 -5.8554
H 2.4878 1.2647 -5.1701
H 1.8893 2.5507 -4.1074
H -0.6771 3.1864 -5.8266
H -0.5976 3.1476 -4.0793
H -1.7734 2.1329 -4.9342
H -1.3563 -0.8452 -4.6008
H 2.0876 -0.5857 -3.9806
H 0.9521 -1.2872 -5.1133
H 1.0966 -1.9340 -2.1544
H 1.7297 -2.8667 -3.4613
H -0.0812 -3.4478 -5.4392
H -2.1727 -4.7350 -5.6381
H -3.0216 -4.0265 -1.4797
H -0.9473 -2.7352 -1.2665
H -0.1187 1.9762 -2.4574
H 1.4144 1.1346 -2.3255
H 1.6098 -0.3632 -0.3087
H -2.4023 -0.2644 0.8071
C 0.1605 2.7127 4.3836
As -0.2761 1.9110 2.6323
C -2.1751 2.4492 2.6423
C 0.5700 3.3100 1.4837
C 0.2998 4.7403 1.8811
C 1.3310 5.5215 2.4349
C 1.0947 6.8496 2.8013
C -0.1690 7.4135 2.6116
C -1.1956 6.6518 2.0486
C -0.9625 5.3230 1.6809
H -0.1898 3.7639 4.4313
H 1.2583 2.6838 4.5391
H -0.3395 2.1316 5.1853
H -2.3041 3.4758 3.0335
H -2.7312 1.7632 3.3136
H -2.5919 2.3658 1.6176
H 0.2888 3.1571 0.4204
H 1.6591 3.1052 1.5638
H 2.3175 5.1022 2.5897
H 1.8920 7.4417 3.2310
H -0.3503 8.4421 2.8947
H -2.1718 7.0923 1.8933
H -1.7652 4.7569 1.2294
Se -0.2761 -3.0830 2.6323
C -0.2761 -5.0020 2.6323
C -0.0007 -5.7040 3.8093
C -0.0056 -7.1013 3.7885
N -0.2761 -7.7648 2.6323
C -0.5466 -7.1013 1.4761
C -0.5514 -5.7040 1.4553
H 0.2144 -5.1750 4.7288
H 0.2057 -7.6581 4.6916
H -0.7579 -7.6581 0.5729
H -0.7666 -5.1749 0.5358
H -1.9691 -0.6146 2.6323

***

Entry 5:
Density functional theory data (ωB97M-V/def2-TZVPD) for C32H46AsIN6O2RbS as an isolated structure.

- HOMO-LUMO gap: 6.51 eV
- Energy relative to the best compared isomer or geometry (same formula, charge and spin): 0.0 kJ/mol
- Largest force on an atom: 0.2 eV/Å
- LUMO level: 1.98 eV
- Charge: -1
- DFT total energy: -4681.84295 Eh

Positions of all 90 atoms, in Å:
Rb 0.3061 0.1729 -0.7010
N 3.9966 -3.3959 0.1266
C 2.7569 -2.8276 0.2218
S 1.7954 -2.8057 -1.1853
N 2.5107 -2.3840 1.4580
N 1.3395 -1.7538 1.5987
C 1.0215 -1.4339 2.8111
C 1.8985 -1.7496 3.9787
C 1.9000 -3.0177 4.5499
C 2.7025 -3.2978 5.6464
C 3.5177 -2.3106 6.1847
C 3.5251 -1.0434 5.6188
C 2.7185 -0.7671 4.5232
C -0.2696 -0.7690 3.0663
C -0.7140 -0.5652 4.3816
C -1.9340 0.0450 4.6004
C -2.6949 0.4460 3.5129
C -2.1794 0.2077 2.2483
N -1.0104 -0.3772 2.0212
H 4.1892 -3.9388 -0.6944
H 4.4795 -3.5909 0.9875
H 1.2732 -3.7888 4.1185
H 2.6972 -4.2906 6.0796
H 4.1452 -2.5294 7.0398
H 4.1625 -0.2693 6.0284
H 2.7262 0.2208 4.0767
H -0.1011 -0.8880 5.2116
H -2.2875 0.2052 5.6120
H -3.6560 0.9276 3.6353
H -2.7329 0.4985 1.3609
C 0.1578 2.8271 2.9709
N 0.2619 2.7816 1.5278
C 1.6389 2.5508 1.1286
C -0.3027 3.9769 0.9206
C -0.6428 3.8328 -0.5548
N -1.5627 2.7446 -0.8530
C -1.7708 2.6422 -2.2897
C -2.8325 2.8801 -0.1739
H 0.7261 3.6687 3.4083
H 0.5434 1.9000 3.3983
H -0.8872 2.9243 3.2701
H 2.3150 3.3438 1.4963
H 1.7329 2.5163 0.0431
H 1.9781 1.5968 1.5411
H 0.3845 4.8374 1.0245
H -1.2013 4.2391 1.4844
H 0.2606 3.6558 -1.1406
H -1.0663 4.8006 -0.8906
H -2.3054 3.5237 -2.6889
H -2.3645 1.7516 -2.5080
H -0.8151 2.5383 -2.7975
H -3.3456 3.8260 -0.4319
H -2.7036 2.8409 0.9080
H -3.4827 2.0520 -0.4639
I 6.2453 1.9656 -7.6234
C 4.7147 1.8268 -6.1935
C 4.7366 2.6691 -5.0928
C 3.7181 2.5703 -4.1538
C 2.6907 1.6507 -4.3132
C 2.6928 0.8160 -5.4236
C 3.7042 0.8945 -6.3709
C 1.5682 1.5497 -3.2853
O 0.6388 0.7553 -3.5453
O 1.6790 2.2679 -2.2582
H 5.5351 3.3879 -4.9675
H 3.7042 3.2045 -3.2771
H 1.8857 0.1024 -5.5246
H 3.7058 0.2386 -7.2309
C -4.8306 -0.6092 -3.1259
C -4.7111 -1.5199 -1.9089
As -2.9287 -1.3934 -1.0775
C -1.8467 -2.2230 -2.4988
C -2.4033 -3.4972 -3.1179
C -3.0831 -2.9306 0.1417
C -1.7174 -3.4835 0.5410
H -5.8308 -0.6489 -3.5635
H -4.1176 -0.8937 -3.9026
H -4.6226 0.4299 -2.8613
H -4.9192 -2.5587 -2.1732
H -5.4334 -1.2321 -1.1412
H -0.8700 -2.4189 -2.0479
H -1.6766 -1.4534 -3.2557
H -2.5879 -4.2607 -2.3593
H -1.6968 -3.9161 -3.8375
H -3.3426 -3.3159 -3.6448
H -3.7061 -3.7017 -0.3190
H -3.6181 -2.5679 1.0234
H -1.2006 -3.9501 -0.2981
H -1.8163 -4.2370 1.3273
H -1.0578 -2.6984 0.9123

***

Which of these has the lowest DFT total energy? C32H46AsClCrN6O3Se